1.
{"formula": "C32H54O21S3", "method": "ωB97M-V/def2-TZVPD", "elements": ["C", "C", "C", "O", "C", "O", "O", "H", "H", "H", "H", "H", "H", "C", "C", "C", "O", "C", "O", "O", "H", "H", "H", "H", "H", "H", "C", "C", "C", "O", "C", "O", "O", "H", "H", "H", "H", "H", "H", "C", "C", "C", "O", "C", "O", "O", "H", "H", "H", "H", "H", "H", "C", "C", "C", "O", "C", "O", "O", "H", "H", "H", "H", "H", "H", "O", "S", "O", "C", "C", "C", "C", "H", "H", "H", "H", "H", "H", "H", "H", "O", "S", "O", "C", "C", "C", "C", "H", "H", "H", "H", "H", "H", "H", "H", "O", "S", "O", "C", "C", "C", "C", "H", "H", "H", "H", "H", "H", "H", "H"], "positions_angstrom": [[4.485, 14.950, 20.631], [3.778, 16.167, 20.097], [4.298, 16.665, 18.803], [3.122, 16.690, 18.004], [2.116, 16.101, 18.697], [0.991, 15.821, 18.174], [2.456, 15.624, 19.828], [5.596, 15.266, 20.901], [4.680, 14.242, 19.948], [4.175, 14.264, 21.490], [3.618, 16.817, 20.726], [4.965, 15.900, 18.437], [4.439, 17.813, 18.796], [2.339, 19.525, 14.385], [2.237, 19.089, 15.740], [2.434, 20.131, 16.892], [1.207, 20.528, 17.341], [0.334, 19.822, 16.851], [-0.848, 19.828, 17.135], [0.762, 18.854, 16.078], [3.474, 19.404, 14.055], [2.310, 20.483, 14.041], [1.953, 18.911, 13.656], [2.316, 18.015, 15.996], [3.113, 21.107, 16.740], [3.051, 19.567, 17.634], [14.092, 19.325, 18.525], [13.383, 19.358, 17.111], [14.265, 19.203, 15.893], [13.857, 18.002, 15.288], [12.599, 17.703, 15.800], [11.907, 16.829, 15.325], [12.324, 18.341, 16.884], [13.485, 19.441, 19.252], [14.523, 20.068, 18.469], [14.576, 18.357, 18.709], [12.740, 20.334, 17.128], [15.214, 19.141, 16.101], [14.301, 20.160, 15.324], [11.847, 24.238, 14.638], [10.686, 23.876, 15.509], [9.963, 22.639, 15.019], [9.992, 21.818, 16.195], [10.711, 22.407, 17.197], [10.865, 21.869, 18.179], [11.104, 23.569, 16.839], [12.759, 23.663, 15.090], [12.191, 25.202, 14.787], [11.582, 24.162, 13.518], [10.052, 24.631, 15.560], [10.098, 22.107, 14.058], [9.164, 23.060, 14.943], [10.861, 16.861, 20.425], [10.375, 15.526, 19.812], [9.106, 14.876, 20.501], [8.463, 14.381, 19.397], [8.808, 15.043, 18.293], [8.277, 14.913, 17.231], [9.893, 15.757, 18.507], [11.318, 16.652, 21.406], [10.010, 17.494, 20.548], [11.760, 17.318, 19.880], [11.207, 14.888, 19.611], [8.338, 15.349, 21.199], [9.564, 14.227, 21.179], [7.048, 23.126, 20.099], [7.176, 24.526, 19.778], [6.717, 25.499, 20.664], [8.901, 24.890, 19.542], [8.962, 25.704, 18.218], [7.942, 25.042, 17.261], [6.601, 24.931, 18.090], [9.344, 23.868, 19.540], [9.305, 25.429, 20.370], [8.718, 26.612, 18.376], [10.024, 25.725, 17.952], [8.169, 24.038, 16.987], [7.997, 25.813, 16.593], [6.057, 23.982, 17.704], [6.069, 25.855, 18.204], [7.410, 15.497, 10.415], [7.923, 14.481, 11.200], [7.703, 13.071, 10.949], [9.663, 14.753, 11.417], [9.874, 15.304, 12.928], [8.713, 14.817, 13.686], [7.502, 14.879, 12.765], [9.895, 15.323, 10.531], [9.998, 13.687, 11.216], [10.664, 15.038, 13.273], [9.940, 16.413, 12.893], [8.736, 15.408, 14.599], [8.849, 13.741, 14.103], [6.905, 15.780, 12.774], [6.715, 14.130, 13.081], [6.818, 21.691, 16.318], [6.816, 20.248, 16.623], [5.641, 19.476, 16.809], [7.853, 19.256, 15.604], [8.407, 18.194, 16.643], [8.925, 18.999, 17.781], [7.763, 20.061, 18.044], [8.648, 19.906, 15.360], [7.435, 18.908, 14.799], [7.678, 17.502, 16.832], [9.214, 17.756, 16.198], [10.033, 19.405, 17.711], [8.873, 18.401, 18.657], [8.191, 21.081, 18.457], [7.212, 19.852, 18.891]], "lowdin_charge": [-0.008, -0.273, -0.065, 0.042, -0.550, 0.083, 0.141, 0.119, 0.032, 0.120, 0.072, 0.138, 0.168, -0.034, -0.226, -0.108, 0.148, -0.720, 0.118, 0.075, 0.141, 0.057, 0.064, 0.161, 0.179, 0.110, 0.060, -0.174, -0.122, 0.089, -0.567, 0.138, 0.097, 0.022, -0.043, 0.127, 0.165, 0.075, 0.150, -0.004, -0.302, -0.057, 0.053, -0.685, 0.211, 0.134, 0.135, 0.044, 0.129, 0.093, 0.168, 0.024, -0.009, -0.265, -0.106, 0.081, -0.588, 0.157, 0.085, 0.086, 0.065, 0.102, 0.149, 0.155, 0.106, -0.322, 0.623, -0.297, -0.205, -0.182, -0.168, -0.159, 0.103, 0.096, 0.043, 0.119, 0.086, 0.084, 0.125, 0.091, -0.287, 0.571, -0.313, -0.170, -0.170, -0.211, -0.279, 0.085, 0.115, -0.002, 0.138, 0.098, 0.161, 0.106, 0.133, -0.337, 0.667, -0.302, -0.155, -0.180, -0.161, -0.218, 0.079, 0.050, 0.084, 0.077, 0.145, 0.072, 0.133, 0.073], "charge": 0, "e_lumo_ev": -0.2, "relative_energy_kcal_mol": 66.54, "homo_lumo_gap_ha": 0.3319, "smiles": "C[C@H]1COC(=O)O1.C[C@H]1COC(=O)O1.C[C@H]1COC(=O)O1.C[C@H]1COC(=O)O1.C[C@H]1COC(=O)O1.O=S1(=O)CCCC1.O=S1(=O)CCCC1.O=S1(=O)CCCC1"}

2.
{"formula": "C32H55BrNO15S5", "method": "ωB97M-V/def2-TZVPD", "elements": ["C", "C", "C", "C", "C", "O", "O", "O", "C", "O", "O", "C", "C", "C", "N", "C", "C", "C", "Br", "H", "H", "H", "H", "H", "H", "H", "H", "H", "H", "H", "H", "H", "H", "H", "C", "C", "C", "S", "O", "O", "C", "H", "H", "H", "H", "H", "H", "H", "H", "C", "C", "C", "S", "O", "O", "C", "H", "H", "H", "H", "H", "H", "H", "H", "C", "C", "C", "S", "O", "O", "C", "H", "H", "H", "H", "H", "H", "H", "H", "C", "C", "C", "S", "O", "O", "C", "H", "H", "H", "H", "H", "H", "H", "H", "C", "C", "C", "S", "O", "O", "C", "H", "H", "H", "H", "H", "H", "H", "H"], "positions_angstrom": [[5.749, -0.927, 1.153], [4.520, -1.514, 0.725], [2.913, -1.970, 0.658], [1.881, -0.794, 1.146], [2.699, 0.172, 2.213], [2.696, -0.040, 3.558], [3.513, 1.359, 1.785], [1.589, 0.186, 0.049], [0.506, 1.013, 0.665], [0.292, 2.255, 0.220], [-0.188, 0.199, 1.678], [0.310, -1.207, 1.517], [-0.628, -1.821, 0.288], [-2.105, -1.117, 0.170], [-2.972, -1.239, 1.407], [-0.017, -1.830, 2.998], [0.814, -3.190, 3.382], [0.666, -4.411, 2.275], [-0.054, -3.912, 5.082], [6.660, -0.301, 1.604], [2.851, -2.969, 1.297], [2.673, -2.300, -0.457], [-0.815, -2.983, 0.390], [-0.075, -1.679, -0.759], [-2.695, -1.674, -0.705], [-2.070, 0.029, -0.153], [-2.746, -0.514, 2.126], [-2.938, -2.210, 1.791], [0.282, -1.006, 3.808], [-1.162, -2.035, 3.164], [1.933, -2.985, 3.682], [0.966, -4.062, 1.177], [1.376, -5.301, 2.553], [-0.480, -4.733, 2.182], [1.080, 5.224, -2.491], [0.876, 6.207, -3.642], [0.538, 5.391, -4.888], [-0.247, 3.894, -4.308], [0.609, 2.771, -4.628], [-1.652, 3.924, -4.662], [-0.086, 4.249, -2.569], [1.114, 5.733, -1.523], [2.027, 4.688, -2.626], [0.042, 6.879, -3.404], [1.761, 6.829, -3.806], [-0.149, 5.928, -5.548], [1.439, 5.109, -5.439], [0.088, 3.326, -2.013], [-1.015, 4.720, -2.236], [-5.525, -5.381, 6.712], [-4.236, -6.200, 6.743], [-3.835, -6.479, 5.295], [-4.488, -5.128, 4.327], [-5.504, -5.649, 3.436], [-3.392, -4.305, 3.856], [-5.296, -4.290, 5.676], [-5.763, -4.960, 7.693], [-6.362, -6.020, 6.405], [-3.448, -5.621, 7.239], [-4.362, -7.132, 7.304], [-2.749, -6.517, 5.179], [-4.282, -7.407, 4.928], [-6.221, -3.827, 5.328], [-4.610, -3.526, 6.054], [-0.147, 8.941, 2.486], [0.945, 7.916, 2.791], [0.831, 6.801, 1.753], [0.129, 7.550, 0.290], [-1.180, 6.975, 0.063], [1.140, 7.612, -0.746], [-0.082, 9.178, 0.984], [-0.001, 9.869, 3.046], [-1.126, 8.530, 2.759], [1.928, 8.396, 2.710], [0.856, 7.520, 3.807], [1.808, 6.376, 1.510], [0.154, 6.011, 2.087], [-0.985, 9.641, 0.583], [0.797, 9.772, 0.717], [0.638, 4.601, -8.745], [0.027, 5.241, -9.991], [0.862, 6.476, -10.327], [2.507, 6.151, -9.711], [2.790, 7.082, -8.640], [3.406, 5.960, -10.832], [2.138, 4.561, -8.994], [0.234, 3.601, -8.563], [0.419, 5.220, -7.866], [0.069, 4.530, -10.824], [-1.024, 5.505, -9.836], [0.905, 6.650, -11.405], [0.480, 7.367, -9.821], [2.721, 4.418, -8.083], [2.394, 3.794, -9.731], [2.136, -9.571, 2.695], [1.741, -9.528, 1.220], [0.250, -9.851, 1.135], [-0.465, -9.321, 2.684], [-0.941, -10.489, 3.395], [-1.301, -8.161, 2.452], [1.061, -8.787, 3.433], [3.130, -9.146, 2.862], [2.149, -10.611, 3.044], [1.923, -8.522, 0.823], [2.331, -10.229, 0.622], [-0.231, -9.317, 0.312], [0.078, -10.926, 1.033], [1.042, -8.990, 4.506], [1.164, -7.713, 3.254]], "lowdin_charge": [0.052, -0.074, -0.095, -0.225, -0.361, -0.149, -0.240, -0.017, -0.234, 0.013, -0.036, -0.248, -0.095, -0.256, -0.042, -0.152, -0.629, -0.177, 0.551, 0.062, 0.104, 0.125, 0.107, 0.133, 0.121, 0.132, 0.072, 0.057, 0.140, 0.099, 0.108, 0.067, 0.068, 0.097, -0.220, -0.219, -0.243, 0.665, -0.330, -0.345, -0.219, 0.073, 0.131, 0.116, 0.118, 0.095, 0.098, 0.092, 0.111, -0.231, -0.222, -0.223, 0.660, -0.322, -0.359, -0.237, 0.115, 0.119, 0.119, 0.114, 0.100, 0.110, 0.109, 0.112, -0.231, -0.219, -0.212, 0.676, -0.314, -0.334, -0.240, 0.114, 0.121, 0.119, 0.118, 0.116, 0.117, 0.108, 0.108, -0.220, -0.220, -0.232, 0.668, -0.325, -0.336, -0.231, 0.126, 0.103, 0.118, 0.117, 0.103, 0.106, 0.111, 0.110, -0.226, -0.221, -0.229, 0.662, -0.329, -0.329, -0.232, 0.119, 0.120, 0.120, 0.115, 0.107, 0.106, 0.112, 0.095], "charge": -1, "e_lumo_ev": 1.8, "homo_lumo_gap_ha": 0.2343}